{
  "formula": "C3H3AlO2",
  "method": "the ωB97M-V functional and the def2-TZVPD basis",
  "total_charge": 3,
  "homo_lumo_gap_ev": [9.225, 7.134],
  "e_homo_ev": [-26.69, -25.57],
  "s_squared": 1.751,
  "e_lumo_ev": [-17.4664, -18.4378],
  "relative_energy_kj_mol": 242.7,
  "multiplicity": 2,
  "mol_weight_da": 98.0,
  "elements": ["C", "C", "O", "H", "O", "H", "H", "Al", "C"],
  "positions_angstrom": [[-0.84977, -1.01879, -0.19825], [-1.16803, 0.23576, 0.22477], [0.55160, -1.17840, -0.37206], [-1.40303, -1.65809, -0.88250], [1.81180, 0.51510, 0.30995], [-1.83582, 0.83635, -0.39473], [-0.91879, 0.57695, 1.23180], [2.70103, 1.72279, 0.59515], [1.11102, -0.03166, -0.51412]],
  "forces_ev_per_a": [[1.7, -0.5, -2.9], [-1.6, 0.9, 1.3], [-1.0, -0.5, 0.6], [-0.4, -0.9, 0.4], [-3.6, -6.0, -1.2], [-0.7, 0.1, 0.0], [0.3, 0.3, 0.0], [6.6, 8.0, 2.3], [-1.2, -1.5, -0.5]]
}